53
Properties=species:S:1:pos:R:3:mulliken_charge:R:1 method="wB97M-V/def2-TZVPD" smiles="O=C1C[C@H](CB(O)O)CO1.COP(=O)(OC)OC.COP(=O)(OC)OC" charge=0 energy_ev=-55660.9185 homo_lumo_gap_ev=6.3
O -0.143 0.070 2.090 -0.55
C -0.540 -0.442 0.930 0.39
C -1.236 -1.924 0.573 -0.44
C -2.624 -1.222 -0.017 0.03
C -3.913 -2.111 -0.428 -0.41
B -5.232 -1.138 -0.055 0.68
O -5.814 -1.254 1.292 -0.58
O -5.638 -0.191 -1.110 -0.58
C -1.980 -0.100 -1.026 -0.21
O -0.620 0.157 -0.442 -0.34
H -0.587 -2.414 -0.289 0.26
H -1.535 -2.589 1.498 0.35
H -3.032 -0.543 0.878 -0.04
H -3.911 -2.369 -1.590 0.21
H -3.897 -3.084 0.253 0.18
H -5.343 -0.530 1.839 0.32
H -5.044 0.616 -0.942 0.31
H -2.637 0.895 -1.057 0.20
H -1.884 -0.618 -2.091 0.20
C 2.869 -1.581 -4.135 -0.68
O 2.447 -1.157 -5.419 -0.32
P 0.840 -0.519 -5.473 1.09
O 0.283 -1.923 -5.201 -0.60
O 1.000 -0.287 -7.100 -0.35
C 1.605 -1.295 -7.894 -0.60
O -0.767 0.119 -5.527 -0.41
C -1.678 -0.393 -6.486 -0.54
H 3.954 -1.709 -4.151 0.25
H 2.610 -0.830 -3.385 0.31
H 2.407 -2.540 -3.883 0.29
H 1.463 -2.294 -7.472 0.32
H 2.676 -1.082 -7.997 0.23
H 1.148 -1.270 -8.889 0.26
H -1.643 -1.483 -6.548 0.30
H -1.472 0.042 -7.467 0.22
H -2.687 -0.099 -6.188 0.25
C 2.999 4.924 6.259 -0.70
O 2.169 3.850 5.852 -0.31
P 2.302 2.429 6.830 1.01
O 3.721 2.200 6.289 -0.58
O 1.204 1.672 5.857 -0.32
C 1.299 1.819 4.449 -0.51
O 2.435 1.008 7.808 -0.46
C 2.674 -0.240 7.177 -0.51
H 2.655 5.836 5.765 0.24
H 2.936 5.061 7.342 0.30
H 4.035 4.735 5.964 0.30
H 2.327 1.992 4.120 0.35
H 0.658 2.649 4.127 0.22
H 0.936 0.898 3.982 0.24
H 3.444 -0.172 6.406 0.28
H 1.746 -0.624 6.745 0.22
H 3.013 -0.947 7.939 0.25